1.
C54H47FFeN10O4P as an isolated structure, computed with wB97M-V/def2-TZVPD.

Each line ends with the Mulliken spin population.
Atoms and positions in Å:
1 Fe -0.7157 -0.0274 -0.2786  3.77
2 P 1.1672 2.1066 1.3936  -0.01
3 F -0.7485 -7.3877 2.9124  0.00
4 O -3.0966 -7.3017 1.1067  0.00
5 O 1.8195 -1.7969 1.1291  0.00
6 O -0.2219 -1.9125 0.2630  -0.03
7 O -0.9653 -4.2648 -1.4265  0.00
8 N 3.3825 0.8792 0.1359  0.01
9 N -2.6011 -0.5609 -1.4035  0.06
10 N -0.8535 2.1198 -0.5168  0.01
11 N -0.1120 4.1187 0.0211  0.01
12 N 1.4185 0.4780 -0.7820  -0.02
13 N -1.0613 0.4274 1.8584  0.07
14 N -1.4415 -1.1040 -2.1354  0.04
15 N -2.0007 -5.7539 -0.1182  0.00
16 N -0.0126 -4.7523 0.5678  0.00
17 N 0.4667 0.2736 3.4152  0.00
18 C 2.1099 -0.7220 -2.8471  0.01
19 C -4.9368 -1.6810 3.7669  0.00
20 C 1.3574 -0.0700 -3.8139  -0.01
21 C -1.0545 -3.3267 6.4034  0.00
22 C 2.6343 -1.9825 -3.1536  0.00
23 C -3.6861 2.4206 -2.3432  0.00
24 C -3.1879 -1.8746 1.6542  0.03
25 C -2.6180 2.4001 -4.9066  0.00
26 C -1.7856 2.6376 -3.8214  0.00
27 C 0.1300 0.8590 2.2648  0.01
28 C 0.8912 -2.3991 0.6070  0.02
29 C -0.6223 -1.2459 5.1728  0.00
30 C -0.0867 2.8141 0.3463  -0.02
31 C -3.7469 -0.9763 3.8089  0.00
32 C -1.3895 3.0121 -1.3864  0.00
33 C -1.4353 7.4089 -3.2370  0.00
34 C -2.8730 7.4868 -1.2787  0.00
35 C -1.4919 -0.4672 2.8549  0.00
36 C 2.3974 -0.1568 -1.5659  0.03
37 C -0.0001 -5.5573 1.7197  0.00
38 C -0.9185 4.2852 -1.0959  0.00
39 C -2.3636 6.2556 -0.8084  0.00
40 C -0.9477 -6.5062 1.8910  0.00
41 C -0.4934 -2.8107 7.5260  0.00
42 C -0.5927 -0.5083 3.8578  0.00
43 C -1.0776 -2.5500 5.2001  0.00
44 C -0.0823 -1.4734 7.5166  0.00
45 C -1.3991 5.6167 -1.5721  0.00
46 C -4.4741 2.1305 -3.4457  0.00
47 C -0.1272 -0.6803 6.3719  0.00
48 C 1.7802 0.1965 3.9281  0.00
49 C -0.9749 -4.8874 -0.4105  0.00
50 C 4.4020 1.5627 0.9257  0.00
51 C 1.1060 -3.8841 0.3340  0.01
52 C 5.5634 0.2985 -2.6068  0.00
53 C 2.4484 -2.5752 -4.4211  0.00
54 C -0.9467 6.1534 -2.7779  0.00
55 C 1.7291 -1.8812 -5.3785  0.00
56 C 5.7952 -1.1276 -0.7132  0.00
57 C 0.7991 5.1714 0.5792  0.00
58 C 3.6046 0.1385 -0.9936  -0.01
59 C -2.3240 2.6558 -2.5103  0.01
60 C 2.0312 1.0712 0.2409  0.00
61 C -2.1355 -6.5695 0.9948  0.00
62 C 4.9733 -0.2609 -1.4461  0.00
63 C -5.3207 -2.3973 2.6373  0.00
64 C 1.2342 -0.6091 -5.0861  0.00
65 C 7.6191 -0.8859 -2.2802  0.00
66 C -2.3823 8.0545 -2.4776  0.00
67 C -2.8120 -1.1257 2.7859  -0.02
68 C -4.4152 -2.4824 1.5873  0.00
69 C -3.9914 2.1598 -4.7469  0.00
70 C 7.0722 -1.4323 -1.1035  0.00
71 C 6.8388 -0.0564 -3.0594  0.00
72 H 8.5994 -1.1159 -2.6248  0.00
73 H 4.9847 1.0042 -3.2069  0.00
74 H -5.5454 2.0884 -3.3041  0.00
75 H 3.9375 2.4344 1.3425  0.00
76 H 1.3793 -3.9060 -0.6645  0.00
77 H 5.3099 1.8004 0.2849  0.00
78 H 2.1891 1.1611 4.2033  0.00
79 H 5.3903 -1.4217 0.2189  0.00
80 H -3.5683 8.1657 -0.7173  0.00
81 H -3.4125 -0.5242 4.7288  0.00
82 H 1.7772 -0.4013 4.8319  0.00
83 H -6.3205 -2.8121 2.6233  0.00
84 H 0.2055 -1.0201 8.4698  0.00
85 H -2.7909 8.9648 -2.8627  0.00
86 H 1.0497 4.9977 1.6180  0.00
87 H 1.7140 5.0759 0.0314  0.00
88 H -4.1984 2.3847 -1.3917  0.00
89 H -1.4832 -4.3047 6.3454  0.00
90 H 0.8187 -0.0041 -5.9126  0.00
91 H 3.2142 -2.5345 -2.4607  0.00
92 H -4.6413 2.0101 -5.5882  0.00
93 H -0.2542 5.6313 -3.3634  0.00
94 H -0.4304 -3.4051 8.4022  0.00
95 H -0.7242 2.7730 -3.9560  0.00
96 H 2.4115 -0.3271 3.1907  0.00
97 H 7.2907 0.3673 -3.9469  0.00
98 H -1.0904 7.7599 -4.2098  0.00
99 H 2.9557 -3.4821 -4.7075  0.00
100 H -1.5504 -2.9963 4.3592  0.00
101 H 1.9542 -4.2881 0.9093  0.00
102 H 0.9340 0.9102 -3.5808  0.01
103 H -4.7609 -2.9755 0.6627  0.00
104 H 4.6959 0.9408 1.7512  0.00
105 H -1.5481 -0.8603 -3.1159  0.00
106 H -2.6720 5.8724 0.1954  0.00
107 H 0.1558 0.4077 6.4198  0.00
108 H -2.7077 -5.7891 -0.8523  0.00
109 H 1.6823 -2.3162 -6.3644  0.00
110 H 7.6778 -1.9983 -0.4169  0.00
111 H -1.4566 -2.1309 -2.0141  -0.01
112 H -3.3800 -1.2275 -1.4748  0.01
113 H -2.9383 0.2509 -1.9445  0.00
114 H -5.6280 -1.5280 4.5649  0.00
115 H -2.1357 2.4650 -5.8770  0.00
116 H -2.5323 -1.9974 0.8075  0.02
117 H 0.3445 6.1393 0.3989  0.00
118 H 0.8502 -5.4060 2.3678  0.00

Results
- total charge = +1
- lowest unoccupied orbital energy (spin up / spin down) (eV) = -2.0 / -2.2
- spin multiplicity = 5
- HOMO (spin up / spin down) (hartree) = -0.38059 / -0.38069

***

2.
A 9-piece molecular cluster, C20H54IN4O9 overall, computed with wB97M-V/def2-TZVPD.

Each line ends with the Löwdin charge.
Atoms and positions in Å:
1 I -5.1720 -5.0491 1.1782  1.03
2 O -1.6387 -1.4815 -3.8364  -0.13
3 O 2.0781 1.9507 3.5253  -0.08
4 O 0.0509 -4.4894 4.7331  -0.08
5 O -2.2718 -4.0135 -0.3996  -0.01
6 O 2.7904 5.3492 5.5767  -0.09
7 O 6.9269 1.5910 -5.9615  -0.10
8 O 2.3892 4.5835 -4.6160  -0.11
9 O -1.6328 3.4297 -3.3941  -0.10
10 O -7.1268 -3.7134 3.7782  -0.16
11 N -5.1776 -3.2861 -2.7026  0.08
12 N -1.1668 -1.7194 0.3208  0.20
13 N -4.7766 -4.3781 -0.7267  -0.45
14 N -6.9336 -3.0072 -0.8654  0.19
15 C -1.6697 -2.8048 0.0985  -0.19
16 C -0.2387 -2.4571 3.4721  -0.11
17 C 3.2823 4.1431 -5.6338  -0.30
18 C 2.2965 1.3732 4.8064  -0.32
19 C -7.4688 -4.8185 4.6098  -0.33
20 C -1.1322 -0.1642 -4.0446  -0.31
21 C 0.5717 -3.1819 4.5285  -0.33
22 C 7.9411 -0.2780 -4.8273  -0.09
23 C 4.5734 4.6049 7.0112  -0.09
24 C -1.9564 0.5524 -5.0941  -0.08
25 C 7.1631 1.0148 -4.6827  -0.33
26 C 3.0621 0.0727 4.6664  -0.08
27 C 0.6377 2.9554 -2.7400  -0.09
28 C 4.5985 3.7064 -5.0222  -0.09
29 C -5.7962 -3.5043 -1.3663  -0.30
30 C -3.5371 -3.5725 -0.9545  -0.38
31 C -0.3237 3.9853 -3.2988  -0.31
32 C -8.9718 -5.0113 4.6315  -0.09
33 C -3.6683 -3.4390 -2.5746  -0.05
34 C 3.2058 5.2534 6.9324  -0.33
35 H 1.5693 1.3166 3.0020  0.08
36 H 1.6467 3.3643 -2.6655  0.06
37 H 3.2359 6.2618 7.3506  0.11
38 H -3.3933 -4.4123 -3.1424  0.16
39 H 0.1029 -4.9595 3.8899  0.08
40 H -9.4714 -4.1148 5.0101  0.08
41 H 0.5263 -2.6459 5.4790  0.12
42 H 2.8630 2.0873 5.4088  0.09
43 H -1.5873 -1.9509 -4.6809  0.09
44 H -1.9320 0.0084 -6.0435  0.08
45 H -1.5821 1.5647 -5.2591  0.07
46 H 2.7583 4.4500 5.2170  0.06
47 H 5.0636 4.5320 -4.4750  0.08
48 H 2.4629 4.6716 7.4878  0.11
49 H -1.1770 0.3699 -3.0934  0.10
50 H -0.0130 4.2954 -4.2976  0.10
51 H 8.1342 -0.7288 -3.8507  0.07
52 H -1.9029 3.1659 -2.5039  0.08
53 H -9.2474 -5.8597 5.2621  0.08
54 H 2.8106 3.3104 -6.1604  0.11
55 H -3.0252 -2.5087 -2.8126  0.12
56 H 7.7268 1.7353 -4.0861  0.12
57 H -3.0041 0.6095 -4.7864  0.08
58 H 5.3067 5.1845 6.4445  0.08
59 H -6.9751 -5.7080 4.2108  0.10
60 H -0.3636 4.8722 -2.6588  0.11
61 H 4.4383 2.8979 -4.3033  0.07
62 H 0.6630 2.0676 -3.3781  0.06
63 H 6.4203 0.9515 -6.4806  0.09
64 H 2.8097 5.3260 -4.1604  0.10
65 H -7.5599 -2.9292 4.1427  0.09
66 H 2.5078 -0.6375 4.0453  0.05
67 H 6.1999 0.8389 -4.1928  0.10
68 H -3.7827 -2.5411 -0.4814  0.17
69 H 3.4344 4.9605 -6.3454  0.11
70 H 3.2423 -0.3811 5.6441  0.08
71 H 4.5520 3.6025 6.5727  0.06
72 H 0.3168 2.6254 -1.7465  0.07
73 H 7.3893 -0.9950 -5.4427  0.07
74 H -5.4974 -2.3895 -3.1121  0.15
75 H 1.3272 1.2081 5.2877  0.11
76 H 1.6211 -3.2647 4.2284  0.11
77 H -1.2877 -2.3888 3.7732  0.08
78 H 8.8960 -0.0971 -5.3276  0.08
79 H -7.8281 -2.9105 -1.3721  0.16
80 H -0.2140 -3.0016 2.5243  0.04
81 H -9.3512 -5.1848 3.6208  0.08
82 H -7.0841 -4.6326 5.6169  0.12
83 H -0.0846 -0.2355 -4.3515  0.11
84 H -6.9407 -2.6816 0.1258  0.14
85 H 4.0229 0.2440 4.1741  0.08
86 H 4.9098 4.5280 8.0482  0.07
87 H 0.1478 -1.4481 3.3078  0.06
88 H 5.2911 3.3609 -5.7923  0.06

Results
- total charge = +1
- lowest unoccupied orbital energy (eV) = -4.4
- HOMO (hartree) = -0.41133

***

3.
C19H38N4ORuSeSi as an isolated structure, computed with wB97M-V/def2-TZVPD.

Each line ends with the Mulliken spin population.
Atoms and positions in Å:
1 Ru 0.5529 0.3841 -0.3516  0.95
2 Se -0.6067 0.9865 -2.4945  0.00
3 Si -2.3540 -1.8274 -0.2049  0.00
4 O -1.2523 -0.6973 0.1345  -0.01
5 N 2.5361 -0.0197 -1.7172  0.01
6 N 1.1332 -1.8510 -0.0393  0.01
7 N 1.5319 2.5214 0.3155  0.02
8 N 0.5774 0.3955 2.0490  0.00
9 C 1.6534 -2.5559 1.1439  -0.01
10 C 2.9400 -1.4212 -1.5641  0.00
11 C -2.2348 2.2116 -0.4488  0.02
12 C 1.7058 -2.2445 -1.3175  0.00
13 C -3.0479 -2.5287 1.4042  0.00
14 C -3.3250 1.8978 -2.5666  0.01
15 C 3.6493 0.9264 -1.5340  0.00
16 C -3.8086 -1.2196 -1.2338  0.00
17 C 3.7204 1.3934 -0.0891  0.00
18 C 0.7852 -0.8588 2.7786  0.01
19 C 1.9959 -1.6355 2.2957  0.00
20 C 2.9848 2.7036 0.1146  -0.01
21 C -3.3907 2.7660 0.0754  0.00
22 C -4.4793 2.4573 -2.0386  0.00
23 C 1.3549 1.5212 2.5620  -0.01
24 C -1.6725 -3.2943 -1.1985  0.00
25 C -2.1963 1.7643 -1.7677  -0.01
26 C 1.0923 2.7310 1.6985  0.00
27 C -4.5201 2.8889 -0.7225  0.01
28 H 3.4131 3.2309 0.9706  0.00
29 H 3.6175 -1.4904 -0.7095  0.00
30 H 3.5011 1.7780 -2.1980  0.00
31 H 4.7590 1.5128 0.2222  0.00
32 H -4.5940 -1.9767 -1.2731  0.00
33 H -3.4587 -1.7351 2.0314  0.00
34 H 1.9439 -3.3114 -1.3566  0.00
35 H 0.0154 2.9147 1.6868  0.00
36 H 3.4692 -1.7908 -2.4470  0.00
37 H 3.2674 0.6239 0.5409  0.00
38 H 2.1238 0.1066 -2.6368  0.00
39 H 0.9048 -3.2729 1.4894  0.00
40 H 2.3663 -2.2558 3.1138  0.00
41 H -5.3566 2.5558 -2.6642  0.00
42 H -5.4238 3.3244 -0.3183  0.00
43 H 0.9714 -2.0299 -2.0967  0.00
44 H 0.1159 -1.9501 -0.0635  0.01
45 H -2.2747 -3.0508 1.9755  0.00
46 H 3.1413 3.3308 -0.7633  0.00
47 H 0.8860 -0.6516 3.8486  0.00
48 H -0.4126 0.6274 2.1109  0.00
49 H -3.4066 3.1050 1.1037  0.00
50 H 2.4144 1.2575 2.5614  0.00
51 H -0.1060 -1.4728 2.6394  0.00
52 H 4.5936 0.4532 -1.8155  0.00
53 H -3.8438 -3.2430 1.1863  0.00
54 H 1.0823 1.7653 3.5946  0.00
55 H 2.5479 -3.1146 0.8626  0.00
56 H -3.4774 -1.0183 -2.2552  0.00
57 H 1.0403 3.1857 -0.2747  0.00
58 H -2.4969 -3.9541 -1.4742  0.00
59 H 1.5709 3.6116 2.1364  0.00
60 H -0.9442 -3.9024 -0.6507  0.00
61 H -1.2041 -2.9588 -2.1287  0.00
62 H -4.2325 -0.3026 -0.8193  0.00
63 H 2.8086 -0.9596 2.0149  0.00
64 H -3.2987 1.5569 -3.5937  0.00
65 H -1.3490 2.1063 0.1664  0.01

Results
- total charge = +1
- lowest unoccupied orbital energy (spin up / spin down) (eV) = -4.2 / -3.8
- energy above the lowest of the compared OMol25 structures with the same formula, charge and spin (kJ/mol) = 298.8
- spin multiplicity = 2
- HOMO (spin up / spin down) (hartree) = -0.37667 / -0.37829

***

4.
A 2-piece molecular cluster, C4H10NO overall, computed with wB97M-V/def2-TZVPD.

Each line ends with the Löwdin charge.
Atoms and positions in Å:
1 O -2.2634 -1.3541 1.2944  0.16
2 N 0.7726 2.9943 -0.0377  0.04
3 C 1.0344 -0.9223 0.7347  -0.01
4 C -0.9923 -1.2978 -0.8599  -0.05
5 C -1.6107 -0.7939 0.4821  -0.31
6 C 0.4218 -0.6826 -0.6695  0.19
7 H 0.5247 2.0429 -0.3260  -0.03
8 H -1.2022 0.2210 0.6935  0.13
9 H 0.4886 -1.7221 1.2427  0.12
10 H -0.0778 3.5293 0.0394  0.02
11 H 1.3806 3.4384 -0.7189  0.03
12 H 1.0522 -1.0600 -1.4971  0.15
13 H 2.0733 -1.3065 0.5757  0.12
14 H 1.0335 -0.0984 1.4942  0.14
15 H -1.5870 -0.6093 -1.4914  0.16
16 H -1.0485 -2.3790 -0.9561  0.16

Results
- total charge = +1
- lowest unoccupied orbital energy (eV) = -8.8
- energy above the lowest of the compared OMol25 structures with the same formula, charge and spin (kJ/mol) = 549.6
- HOMO (hartree) = -0.50742

***

5.
The molecule C4H5NO, computed with wB97M-V/def2-TZVPD.

Each line ends with the Löwdin charge.
Atoms and positions in Å:
1 O 0.5601 0.7358 0.9114  0.03
2 N -0.1869 -0.7263 -0.5931  0.07
3 C -1.0427 1.5508 -0.7165  0.03
4 C 0.6753 -1.4032 0.2818  -0.09
5 C -0.2836 0.5966 -0.1627  -0.40
6 C 1.1477 -0.4992 1.1384  -0.10
7 H 0.9039 -2.4544 0.1774  0.11
8 H -1.0236 -1.1373 -0.9746  0.15
9 H -1.4065 1.3843 -1.7233  0.05
10 H 1.9230 -0.5336 1.8883  0.12
11 H -1.2667 2.4864 -0.2271  0.05

Results
- lowest unoccupied orbital energy (eV) = 1.0
- energy above the lowest of the compared OMol25 structures with the same formula, charge and spin (kJ/mol) = 142.1
- SMILES = C=C1NC=CO1
- HOMO (hartree) = -0.26993

***

> What is the formula in the first record?

C54H47FFeN10O4P

***

Repeat the fourth record exactly.
A 2-piece molecular cluster, C4H10NO overall, computed with wB97M-V/def2-TZVPD.

Each line ends with the Löwdin charge.
Atoms and positions in Å:
1 O -2.2634 -1.3541 1.2944  0.16
2 N 0.7726 2.9943 -0.0377  0.04
3 C 1.0344 -0.9223 0.7347  -0.01
4 C -0.9923 -1.2978 -0.8599  -0.05
5 C -1.6107 -0.7939 0.4821  -0.31
6 C 0.4218 -0.6826 -0.6695  0.19
7 H 0.5247 2.0429 -0.3260  -0.03
8 H -1.2022 0.2210 0.6935  0.13
9 H 0.4886 -1.7221 1.2427  0.12
10 H -0.0778 3.5293 0.0394  0.02
11 H 1.3806 3.4384 -0.7189  0.03
12 H 1.0522 -1.0600 -1.4971  0.15
13 H 2.0733 -1.3065 0.5757  0.12
14 H 1.0335 -0.0984 1.4942  0.14
15 H -1.5870 -0.6093 -1.4914  0.16
16 H -1.0485 -2.3790 -0.9561  0.16

Results
- total charge = +1
- lowest unoccupied orbital energy (eV) = -8.8
- energy above the lowest of the compared OMol25 structures with the same formula, charge and spin (kJ/mol) = 549.6
- HOMO (hartree) = -0.50742